1.
Computed, not measured: an isolated molecule of C3H7NO3, with ωB97M-V/def2-TZVPD.

The geometry in XYZ format:
```
14
Properties=species:S:1:pos:R:3:forces:R:3:mulliken_charge:R:1
O -1.580976 1.912620 -0.136940 0.0872 0.0030 -0.0988 -0.582
C -0.789238 1.092369 0.252371 0.1283 -0.0489 0.0106 0.574
O 0.267507 1.418701 1.047519 -0.1596 -0.1532 0.4608 -0.473
N -0.827657 -0.248584 -0.057727 0.1207 0.5574 0.0531 -0.284
C 0.007427 -1.220822 0.627997 0.3732 0.5645 -0.4222 -0.463
C 1.257198 -1.642952 -0.184456 -0.5155 -0.2860 -0.5106 -0.334
O 1.224245 -1.063986 -1.491048 0.2640 0.0621 0.2012 -0.538
H 0.078243 2.273833 1.454665 -0.0287 0.0932 -0.2431 0.338
H -0.927331 -0.340452 -1.058310 -0.3028 -0.4124 0.0663 0.278
H 0.359321 -0.725236 1.528194 -0.2191 -0.3178 0.1944 0.302
H -0.603764 -2.079774 0.877302 -0.0348 -0.1701 0.0959 0.301
H 1.265778 -2.727449 -0.321774 0.0811 0.0021 0.2393 0.265
H 2.148567 -1.342984 0.346875 0.3198 0.0661 0.1042 0.315
H 2.098026 -0.706091 -1.667197 -0.1138 0.0400 -0.1511 0.301
```
Forces are in eV/Å.

Frontier orbital gap (eV): 10.44
Relative energy (zero: lowest compared OMol25 entry of this formula, charge and spin) (kcal per mole): 27.3
SMILES: O=C(O)NCCO
LUMO energy (Ha): 0.0227
HOMO energy (eV): -9.8
Energy (eV): -10857.1840
2S+1: 1

=====

2.
Computed, not measured: a cluster of 6 separate species, C24H42N6 in total, with ωB97M-V/def2-TZVPD.

The geometry in XYZ format:
```
72
Properties=species:S:1:pos:R:3:forces:R:3:mulliken_charge:R:1
C 2.778237 3.555065 5.510545 -0.2908 -0.0697 0.3141 -1.196
C 2.057790 2.773584 4.415205 0.2355 -0.1517 -0.5873 0.036
C 1.809330 1.298820 4.757666 0.1901 -0.0405 0.3262 -0.289
C 0.678454 1.070084 5.661547 0.2095 0.1112 -0.1660 0.252
N -0.201824 0.894926 6.374845 -0.1652 0.0138 0.1180 -0.452
H 3.397167 4.346492 5.093729 -0.0499 0.0857 -0.0024 0.347
H 3.424138 2.901130 6.100917 0.0936 -0.0004 -0.1320 0.299
H 2.078705 3.999155 6.221645 0.0020 0.0241 -0.0653 0.331
H 2.676755 2.765493 3.511537 0.0378 -0.0212 0.1142 0.290
H 1.129066 3.248422 4.097205 -0.0588 0.0272 0.1745 0.044
H 2.704480 0.912394 5.256398 -0.0847 -0.0741 -0.0485 0.342
H 1.662162 0.693471 3.865455 -0.1518 0.0938 -0.0520 -0.036
C 0.728774 -1.663428 -5.263190 0.0771 -0.2821 -0.2312 -0.986
C 1.643093 -0.503199 -5.623252 -0.0780 0.4041 0.0810 -0.432
C 2.510507 0.059535 -4.478717 0.5445 -0.6592 -0.1791 -0.443
C 3.073909 -1.000885 -3.622171 -0.3960 0.3875 -0.2109 0.272
N 3.509400 -1.830830 -2.962775 0.0946 -0.2314 0.2137 -0.460
H 1.299032 -2.593162 -5.210695 -0.0255 0.0202 0.1061 0.331
H -0.010883 -1.784740 -6.055048 -0.0531 -0.0573 0.0757 0.369
H 0.198056 -1.547475 -4.319202 0.0131 0.2007 0.0141 0.128
H 1.052187 0.333720 -6.002763 0.0165 -0.0203 0.0260 0.294
H 2.302222 -0.796555 -6.440816 -0.0010 -0.0832 0.0101 0.330
H 1.972142 0.768022 -3.854434 -0.0382 0.0244 0.0311 0.291
H 3.387546 0.547847 -4.911526 -0.1965 0.3158 0.0793 0.357
C -5.184150 -1.772273 -0.673097 -0.1093 0.0015 -0.2684 -1.436
C -3.901717 -0.967294 -0.730718 0.7249 0.2035 0.5359 -0.014
C -4.029332 0.423099 -1.359648 -0.2237 -0.1102 -0.7651 0.072
C -4.157909 0.321754 -2.825498 0.0526 0.0849 0.1985 0.211
N -4.217334 0.231526 -3.968558 -0.0336 -0.0558 -0.0377 -0.530
H -5.566666 -1.944923 -1.682752 -0.0031 -0.0208 0.0405 0.314
H -5.968898 -1.262194 -0.112390 0.0670 0.0475 0.0580 0.356
H -5.013454 -2.744558 -0.212742 -0.0037 0.0015 0.0217 0.395
H -3.118103 -1.521750 -1.254828 -0.1726 -0.0181 -0.1931 0.105
H -3.463626 -0.816961 0.263332 -0.3383 -0.0456 0.0840 0.363
H -3.157171 1.051628 -1.176957 -0.0004 -0.0422 0.1502 -0.248
H -4.914318 0.956620 -1.005745 0.0601 -0.0377 0.1835 0.488
C 2.332700 -4.347803 -0.664748 -0.3084 -0.2453 0.1867 -0.678
C 2.164550 -5.818197 -0.284642 -0.3586 0.3815 -0.3910 -0.589
C 2.668291 -6.125192 1.115086 0.3740 0.1804 0.2267 -0.475
C 2.095636 -5.204600 2.098196 -0.3462 0.2293 0.3689 0.299
N 1.648589 -4.443310 2.837125 0.1528 -0.2547 -0.2577 -0.438
H 3.363206 -4.003540 -0.589620 0.0336 -0.0106 -0.1670 0.357
H 1.723156 -3.747633 0.014384 0.0815 0.1009 -0.0498 0.001
H 1.950873 -4.196252 -1.672456 0.2134 0.1690 -0.0744 0.312
H 2.660988 -6.455666 -1.015533 0.1076 -0.1006 0.1130 0.339
H 1.095425 -6.041560 -0.342938 0.0630 -0.1677 0.0487 0.284
H 3.750322 -5.963616 1.176443 -0.0372 -0.2186 -0.1006 0.265
H 2.450537 -7.149896 1.410177 0.0403 -0.0336 0.0551 0.327
C -0.386281 -0.230842 -1.705260 -0.1658 -0.3348 0.0870 -0.089
C -0.058843 -1.242425 -0.620400 -0.0145 -0.1467 -0.1335 -0.024
C 0.976892 -0.693968 0.354897 0.6458 -0.4555 -0.0348 -0.414
C 0.440617 0.358202 1.199338 -0.2448 0.5538 0.2349 0.248
N -0.006182 1.223427 1.813408 0.2373 -0.4106 -0.0529 -0.428
H 0.486856 -0.079985 -2.341356 0.0052 0.1574 0.0432 -0.260
H -0.694685 0.713222 -1.258622 -0.0175 0.0837 -0.2321 -0.059
H -1.186472 -0.618713 -2.338666 -0.0371 0.1842 -0.0477 0.200
H 0.336508 -2.152841 -1.074278 0.0665 0.0035 0.0744 0.008
H -0.954346 -1.532137 -0.067355 -0.0139 0.0325 0.0082 0.258
H 1.835697 -0.285784 -0.187608 -0.0982 0.0732 -0.0694 0.291
H 1.404182 -1.485237 0.977728 -0.2205 0.0423 0.1452 0.258
C -2.272495 6.272217 0.808839 -0.0627 -0.0077 -0.0351 -1.119
C -2.418033 5.102760 1.765443 -0.2989 -0.2773 0.0721 -0.614
C -1.332914 4.036411 1.579139 -0.0698 0.2266 0.0662 -0.183
C -1.451260 3.368004 0.289509 0.0210 -0.0699 0.1034 0.218
N -1.543951 2.842503 -0.725163 -0.1245 0.0206 -0.2307 -0.537
H -2.905832 7.106830 1.105722 0.0072 0.0260 0.0008 0.349
H -2.570307 5.975445 -0.197626 0.1094 0.0337 -0.0465 0.313
H -1.237310 6.615737 0.774726 -0.0162 0.0910 -0.0108 0.301
H -3.389266 4.619932 1.615643 0.0299 0.0609 0.0016 0.309
H -2.423622 5.420792 2.808950 0.2296 0.0996 -0.0266 0.378
H -1.386067 3.278749 2.359824 0.0886 -0.0394 -0.0749 0.241
H -0.334926 4.482405 1.599185 -0.0166 -0.0030 0.1817 0.256
```
Forces are in eV/Å.

Frontier orbital gap (eV): 11.87
Relative energy (zero: lowest compared OMol25 entry of this formula, charge and spin) (kcal per mole): 0.0
SMILES: CCCC#N.CCCC#N.CCCC#N.CCCC#N.CCCC#N.CCCC#N
LUMO energy (Ha): 0.0218
HOMO energy (eV): -11.3
Energy (eV): -34508.8410
2S+1: 1

=====

3.
Computed, not measured: an isolated molecule of C5H9NO2 at a distorted geometry, with ωB97M-V/def2-TZVPD.

The geometry in XYZ format:
```
17
Properties=species:S:1:pos:R:3:forces:R:3:mulliken_charge:R:1
C -1.442048 -0.430337 -1.027058 0.1838 0.0662 0.9428 -0.821
C 0.839192 1.988230 0.678641 -0.2646 -0.0672 -0.1345 -0.709
C -1.159487 0.649272 -0.038366 1.2524 2.2516 -0.8257 0.868
N 1.361730 -1.633764 -0.584666 -0.1377 0.7189 0.2366 -0.277
C 0.503530 -1.240614 0.371523 -1.5134 -2.1107 0.2521 -0.147
C -0.891032 -1.115638 0.222184 1.2468 -1.0384 -0.1641 -0.484
O 0.382487 0.998350 -0.226059 -1.9531 0.6492 0.0226 -0.338
O -1.878269 1.408368 0.590857 0.8502 -1.1026 -0.4753 -0.639
H 2.326832 -1.824165 -0.352999 -0.2455 0.3594 -0.3349 0.239
H 1.048480 -1.603749 -1.545309 0.3759 -0.1066 0.1736 0.203
H -2.505129 -0.591565 -1.184591 0.1612 0.0433 -0.0480 0.300
H -0.831958 -0.452273 -1.927698 -0.1178 0.0705 0.0624 0.267
H 0.905459 -1.300049 1.379851 -0.0034 -0.1348 -0.0407 0.371
H -1.557295 -1.620120 0.911158 0.1658 0.5935 0.2633 0.382
H 1.197105 1.530501 1.610715 -0.0294 0.0807 0.0136 0.244
H 1.659345 2.538305 0.209546 -0.0288 -0.1546 -0.0081 0.235
H 0.041060 2.699248 0.912270 0.0577 -0.1184 0.0642 0.306
```
Forces are in eV/Å.

Frontier orbital gap (eV): 8.16
Relative energy (zero: lowest compared OMol25 entry of this formula, charge and spin) (kcal per mole): 85.2
LUMO energy (Ha): 0.0240
HOMO energy (eV): -7.5
Energy (eV): -10912.8803
2S+1: 1

=====

4.
Computed, not measured: a cluster of 2 separate species, C6H13N2 in total at a distorted geometry, with ωB97M-V/def2-TZVPD.

The geometry in XYZ format:
```
21
Properties=species:S:1:pos:R:3:forces:R:3:mulliken_charge:R:1
C -1.196889 -0.015061 -3.658705 2.2045 0.6415 2.4350 -0.220
C 0.394007 -0.025621 0.531057 -0.5988 -2.3160 -1.9060 0.242
C -0.830760 1.060497 2.225223 -1.7999 0.6785 2.6250 -1.167
C 1.718898 1.286365 2.109239 -0.0474 -2.8765 4.0702 -1.217
C -0.039348 -2.278917 -0.374678 0.4867 -1.2284 -2.2068 -0.835
C 0.427736 0.755002 1.544152 1.1897 0.9448 0.1573 0.721
N -0.289384 0.300052 -2.771605 -1.6644 -0.7274 -1.0501 -0.473
N 0.204818 -0.852878 -0.413570 0.0487 2.0145 -0.2592 -0.100
H -1.229163 0.441547 -4.611763 -0.1511 0.6242 -0.9357 0.278
H -1.952996 -0.770143 -3.433452 0.3941 0.0092 0.0964 0.236
H -1.552159 0.214793 2.208160 0.3034 0.7264 -0.3195 0.354
H -1.311392 2.016481 1.891007 0.4097 -0.8883 0.1628 0.274
H -0.597507 1.201913 3.351933 -0.3415 -0.1621 -1.8282 0.347
H 2.288331 1.978629 1.593428 0.6556 1.5019 -1.2817 0.353
H 1.557575 1.630493 3.234318 0.1996 -0.4633 -2.5532 0.302
H 2.353824 0.348685 2.233054 -0.3358 1.2905 -0.1219 0.344
H -1.045516 -2.455949 -0.038495 -0.4389 -0.1117 0.0834 0.342
H 0.649205 -2.799069 0.267722 0.3084 -0.1828 0.1557 0.362
H 0.063641 -2.670289 -1.493099 -0.1593 0.7329 2.5364 0.260
H 0.367841 1.082437 -2.933188 -0.6544 -0.6231 -0.7480 0.185
H 0.019241 -0.448968 -1.460737 -0.0089 0.4153 0.8882 0.411
```
Forces are in eV/Å.

Net charge: +1
Frontier orbital gap (eV): 10.36
Relative energy (zero: lowest compared OMol25 entry of this formula, charge and spin) (kcal per mole): 69.5
LUMO energy (Ha): -0.1197
HOMO energy (eV): -13.6
Energy (eV): -9403.8534
2S+1: 1